Record 1
Density functional theory data (ωB97M-V/def2-TZVPD) for an isolated ion of composition C5H3INO2 and charge -1 at a distorted geometry.

Summary:
Multiplicity: 1
Largest force on an atom, eV Å⁻¹: 3.79
Kohn-Sham gap, eV: 5.83
SMILES: O=c1ccn([O-])c(I)c1
Total charge: -1
LUMO level, eV: 2.8

```
12
Properties=species:S:1:pos:R:3:forces:R:3:mulliken_charge:R:1
O -1.645844 -2.237353 -0.009962 -0.23 -0.28 0.02 -0.796
C -0.943204 -1.207062 0.002926 0.02 0.16 0.01 0.385
C -1.448471 0.127436 -0.027442 -0.24 -0.24 0.04 -0.556
C -0.644124 1.237915 -0.017773 0.03 0.15 0.00 -0.260
N 0.690008 1.186890 0.019607 0.89 -3.68 -0.06 0.444
O 1.471766 2.204469 0.015740 0.53 1.32 0.00 -0.814
C 1.261647 -0.162830 0.030896 -0.50 3.02 -0.02 -0.295
I 3.363074 -0.137464 -0.016495 -0.48 -0.09 0.06 0.052
C 0.504343 -1.271590 0.041780 -0.14 -0.32 -0.03 -0.232
H -2.518977 0.268081 -0.052749 -0.09 -0.01 -0.02 0.328
H -1.055097 2.239790 -0.048075 0.15 0.00 0.03 0.369
H 0.964874 -2.248284 0.061542 0.04 -0.04 -0.02 0.377
```
Forces are in eV/Å.

Record 2
Density functional theory data (ωB97M-V/def2-TZVPD) for a 14-piece molecular cluster, C31H37Cl39N2O4 overall at a distorted geometry.

Summary:
Multiplicity: 1
Largest force on an atom, eV Å⁻¹: 3.09
Kohn-Sham gap, eV: 8.68
LUMO level, eV: 0.1

```
113
Properties=species:S:1:pos:R:3:forces:R:3:mulliken_charge:R:1
C 2.308358 -1.765859 2.576013 0.43 0.29 0.72 -1.076
C 1.933364 -3.181508 2.702900 -0.53 -0.47 0.96 0.863
O 1.155841 -3.551906 3.558107 -0.29 -0.16 -0.14 -0.660
N 2.455580 -4.088744 1.797601 0.18 0.16 -0.85 -0.367
C 1.400947 -4.731801 0.989588 0.23 -0.37 0.66 -0.142
C 1.955933 -5.487647 -0.179856 0.75 0.70 -0.22 -0.933
C 2.099044 -4.783404 -1.519936 -0.63 -0.42 -0.19 -0.543
C 0.872117 -3.969954 -1.914606 1.08 -0.47 0.97 -1.424
C 1.115574 -2.500557 -1.752910 -0.13 2.34 -2.02 0.821
N -0.051007 -1.716259 -1.758724 0.17 -1.72 0.62 -0.301
C -1.171448 -2.145490 -1.326909 0.19 0.86 0.05 0.781
C -1.632831 -1.965554 0.070542 0.28 -0.28 -0.42 -0.954
C -2.117157 -2.855051 -2.189499 -0.52 0.16 -0.62 -1.607
O 1.915046 -2.197069 -0.577659 -0.39 -0.29 0.84 -0.223
C 3.119311 -1.727619 -0.896171 0.28 0.15 1.14 0.622
O 3.906486 -1.299829 -0.097025 -0.04 -0.26 -0.21 -0.619
O 3.333039 -1.842470 -2.182948 0.51 0.03 -1.01 -0.465
C 2.089303 -2.026116 -2.893578 1.04 0.04 1.00 0.316
C 1.805326 -0.762401 -3.621335 0.13 -1.84 1.26 -0.315
C 0.725101 -0.616101 -4.395238 -1.76 -1.98 -0.21 -0.101
C 0.484489 0.524665 -5.048318 -2.08 -0.04 -1.33 -0.982
C 1.345645 1.538666 -4.966583 -0.71 1.83 -1.24 -0.103
C 2.430575 1.383454 -4.223202 1.86 2.27 0.12 -0.956
C 2.654624 0.262272 -3.548530 2.32 -0.11 1.47 -0.443
H 1.704649 -1.284283 1.841043 -0.26 0.24 -0.87 0.109
H 3.346539 -1.622214 2.370178 0.63 0.11 -0.53 0.412
H 2.095240 -1.289213 3.503137 -0.22 0.36 0.85 0.413
H 3.138844 -3.634364 1.208889 0.04 0.12 -0.26 0.229
H 0.646018 -4.007853 0.734542 -0.35 0.43 -0.32 -0.355
H 0.917387 -5.440746 1.626197 -0.39 -0.43 0.58 0.818
H 2.941507 -5.780510 0.109575 0.74 -0.52 0.28 0.529
H 1.425697 -6.402343 -0.325690 -0.67 -0.63 -0.09 0.194
H 3.001530 -4.211239 -1.591277 0.54 0.36 0.04 0.471
H 2.181102 -5.568327 -2.248270 0.38 -0.26 -0.31 0.041
H 0.075943 -4.333721 -1.296897 -0.78 0.04 0.23 0.518
H 0.648852 -4.169492 -2.937687 -0.47 0.05 -0.78 0.729
H -2.362355 -2.714262 0.294478 -0.48 -0.42 0.31 0.214
H -0.792077 -2.059162 0.722945 0.53 0.19 0.62 0.034
H -2.089920 -1.004331 0.175434 -0.28 0.77 0.22 0.475
H -2.138734 -3.893178 -1.922665 0.03 -0.75 0.30 0.381
H -3.115354 -2.490969 -2.042830 -0.73 0.22 0.07 0.483
H -1.849622 -2.768719 -3.219889 0.18 0.02 -0.68 0.328
H 2.337599 -2.799742 -3.588811 -0.33 -0.74 -0.49 0.705
H 0.033685 -1.423579 -4.462027 -0.54 -0.53 -0.14 0.391
H -0.401710 0.623338 -5.625883 -0.40 0.02 -0.39 0.310
H 1.168570 2.449773 -5.473712 -0.18 0.69 -0.47 0.381
H 3.140203 2.171582 -4.164493 0.57 0.64 0.11 0.492
H 3.547060 0.215089 -2.978633 0.60 -0.23 0.52 0.535
C -3.253414 2.469064 -6.379120 0.31 0.02 0.14 -0.044
Cl -2.814209 0.768594 -6.066495 -0.40 0.43 -0.02 -0.140
Cl -1.958741 3.530730 -5.817443 -0.13 -0.11 0.12 -0.037
Cl -3.582215 2.809950 -8.070443 -0.07 -0.17 -0.08 -0.125
H -4.151511 2.679124 -5.817978 -0.03 0.00 0.09 0.321
C -4.393179 2.624660 1.298046 0.03 -0.22 0.16 -0.086
Cl -4.680647 1.434266 2.573281 0.61 0.80 -0.18 0.026
Cl -2.736980 2.522827 0.715331 -0.09 -0.10 -0.03 -0.047
Cl -5.548596 2.403887 -0.019612 -0.01 0.02 -0.03 -0.148
H -4.543954 3.607957 1.719643 0.00 0.08 -0.01 0.303
C -0.290777 1.441255 5.913237 -0.49 0.29 0.03 0.004
Cl -0.729890 2.867591 4.973900 0.33 0.02 0.01 0.084
Cl 0.255404 1.903475 7.532064 0.04 -0.10 -0.04 -0.117
Cl -1.718919 0.415376 5.970806 0.13 -0.60 0.05 -0.032
H 0.512367 0.899322 5.434200 0.02 0.05 -0.09 0.103
C 3.554127 -6.709360 3.454361 -0.04 -0.06 0.12 1.220
Cl 3.217670 -8.002102 2.287234 -0.02 0.05 0.00 -0.144
Cl 2.734282 -7.024109 4.980958 0.00 -0.01 -0.01 -0.138
Cl 5.290981 -6.538027 3.695049 0.07 0.01 -0.02 -0.153
H 3.179916 -5.776906 3.048361 -0.06 0.02 -0.07 -0.806
C -5.640562 -1.783141 2.716322 -0.08 0.14 -0.04 -0.241
Cl -4.549112 -1.373649 4.034443 0.12 -0.29 0.14 -0.054
Cl -6.879132 -0.536631 2.574428 -0.65 -0.64 -0.13 -0.098
Cl -4.751927 -2.012211 1.203881 -0.18 0.12 0.06 -0.042
H -6.130345 -2.721964 2.927029 -0.01 -0.03 0.16 0.410
C -4.684438 2.983138 7.492347 0.21 0.23 -0.19 0.007
Cl -5.250297 4.516241 8.161764 -0.03 0.00 0.03 -0.130
Cl -4.774288 3.002667 5.728065 -0.02 -0.06 -0.01 -0.085
Cl -3.047345 2.627595 8.022262 -0.11 0.23 0.10 -0.013
H -5.336023 2.202789 7.847046 -0.09 -0.10 0.03 0.204
C -0.039811 5.437655 2.009746 0.10 -0.28 0.29 0.296
Cl 1.281339 4.523978 2.760060 -0.10 0.22 -0.15 -0.137
Cl -0.399743 4.813817 0.416716 0.17 0.08 -0.35 -0.015
Cl -1.496270 5.397358 3.016859 0.02 0.11 0.04 -0.131
H 0.271530 6.466088 1.912708 0.05 0.01 0.04 -0.065
C 1.308729 6.045853 -4.511046 0.10 -0.24 0.00 -0.181
Cl 0.933374 5.041007 -5.910753 0.08 0.23 -0.14 -0.144
Cl 0.407245 5.499344 -3.105956 -0.47 -1.22 -0.52 -0.055
Cl 3.040626 6.045079 -4.186129 0.08 -0.06 -0.08 -0.098
H 1.007451 7.058193 -4.734943 -0.02 0.11 -0.08 0.479
C 2.875193 -8.891536 -1.988242 0.15 0.08 -0.12 0.132
Cl 3.499680 -10.314095 -2.813318 -0.05 -0.07 -0.04 -0.132
Cl 4.201074 -7.929114 -1.341228 0.00 -0.03 0.01 -0.103
Cl 1.873873 -7.917463 -3.076320 -0.07 -0.26 -0.07 -0.108
H 2.249218 -9.222746 -1.172220 -0.02 0.02 0.08 0.245
C -4.211109 1.416247 11.742772 0.04 -0.10 -0.03 0.057
Cl -2.544790 1.113771 11.268741 0.02 0.00 -0.02 -0.103
Cl -5.296512 1.376497 10.346543 -0.08 -0.09 0.18 -0.113
Cl -4.732263 0.253559 12.959656 -0.04 0.00 0.04 -0.126
H -4.266506 2.403891 12.175471 -0.01 0.08 0.01 0.277
C 1.575889 8.584387 -0.485297 0.13 0.11 -0.06 0.059
Cl 2.881092 7.678177 0.269629 -0.01 -0.19 0.00 -0.119
Cl 1.214532 7.946120 -2.084706 0.23 1.12 0.79 -0.075
Cl 0.137227 8.555098 0.538189 -0.11 0.22 -0.06 -0.127
H 1.891302 9.612083 -0.593314 0.03 0.09 0.09 0.251
C -3.849705 -1.260565 -10.273982 0.01 -0.10 0.08 0.003
Cl -2.308732 -1.772454 -10.960766 0.02 0.01 -0.02 -0.124
Cl -5.012828 -2.588165 -10.289194 -0.02 0.01 -0.01 -0.127
Cl -3.629029 -0.629165 -8.643217 -0.05 -0.20 -0.29 -0.021
H -4.243083 -0.466736 -10.891619 -0.03 0.05 -0.04 0.282
C 6.044211 10.218319 1.325363 0.06 0.01 -0.06 0.073
Cl 7.077125 9.332306 0.208160 0.00 -0.04 -0.01 -0.118
Cl 6.894128 11.602304 2.006201 0.00 0.01 0.02 -0.122
Cl 4.555478 10.728158 0.528100 -0.02 0.18 -0.02 -0.110
H 5.777907 9.555089 2.134993 -0.03 -0.04 0.05 0.272
```
Forces are in eV/Å.

Question: Which of these has the lowest largest force on an atom?
Answer: C31H37Cl39N2O4